Record 1
{"formula": "C5H8ClN2", "method": "ωB97M-V/def2-TZVPD", "e_tot_ha": -764.59787, "charge": 1, "e_homo_ev": [-11.5, -12.4], "e_above_lowest_kcal_mol": 113.6, "multiplicity": 1, "homo_lumo_gap_ev": [6.6, 8.5], "symbols": ["C", "C", "C", "C", "C", "N", "N", "Cl", "H", "H", "H", "H", "H", "H", "H", "H"], "xyz": [[-1.247, 0.958, 0.748], [-2.140, 0.046, 0.975], [0.848, 0.316, -0.247], [0.252, 0.594, 1.071], [-0.069, -1.990, -0.509], [0.605, -0.846, -0.895], [1.516, 1.336, -0.827], [-3.286, -1.080, 1.122], [-1.250, 1.931, 0.215], [0.634, 1.382, 1.568], [0.398, -0.387, 1.654], [-0.868, -1.936, 0.191], [-0.155, -2.872, -1.170], [1.209, -0.780, -1.688], [1.884, 2.097, -0.366], [1.667, 1.231, -1.843]], "atomic_forces_ev_per_a": [[0.70, -0.78, -0.01], [0.09, 0.75, -0.43], [-0.50, 1.06, 1.19], [-1.43, -4.56, -0.86], [-0.24, -0.47, -0.98], [1.02, 1.66, 0.51], [-1.39, -3.86, -3.04], [-0.26, 0.14, 0.14], [-0.78, -0.48, 0.44], [1.79, 2.54, 1.56], [-0.66, 1.63, -0.39], [0.00, 0.46, 0.70], [0.71, 1.00, 0.13], [-0.04, -1.43, -1.11], [0.66, 1.69, 1.27], [0.32, 0.64, 0.89]]}

Record 2
{"formula": "C5H8ClN2", "method": "ωB97M-V/def2-TZVPD", "e_tot_ha": -764.59765, "s2": 2.02, "charge": 1, "e_homo_ev": [-11.8, -15.1], "e_above_lowest_kcal_mol": 25.5, "multiplicity": 3, "homo_lumo_gap_ev": [7.9, 7.3], "symbols": ["C", "C", "C", "C", "C", "N", "N", "Cl", "H", "H", "H", "H", "H", "H", "H", "H"], "xyz": [[1.695, 0.896, 0.032], [-0.486, 0.250, -0.383], [-0.506, -0.737, -1.300], [1.646, -1.508, 0.532], [-1.661, 0.585, 0.461], [0.505, 1.122, -0.261], [2.268, -0.314, 0.425], [1.997, -2.374, 1.860], [2.462, 1.711, -0.046], [-1.429, -1.266, -1.497], [0.382, -0.796, -1.889], [0.833, -1.451, -0.203], [-1.640, 0.079, 1.412], [-2.689, 0.345, -0.038], [-1.757, 1.723, 0.731], [3.167, -0.121, 0.905]], "atomic_forces_ev_per_a": [[4.65, -0.33, 0.28], [-1.52, 3.75, 2.22], [-0.45, -1.05, -2.20], [-0.69, 1.58, -1.55], [-3.05, 2.07, -0.48], [-1.83, -1.20, -0.23], [1.34, 3.59, 0.37], [-0.09, -1.61, 1.10], [-0.92, -0.74, 0.07], [0.33, -0.38, -0.01], [0.13, -0.53, -0.88], [0.10, -1.89, 1.27], [0.13, -0.47, 0.39], [1.94, 0.08, 0.77], [0.64, -2.17, -0.68], [-0.71, -0.69, -0.45]]}

Record 3
{"formula": "C5H8ClN2P", "method": "ωB97M-V/def2-TZVPD", "e_tot_ha": -1106.29120, "charge": 0, "e_homo_ev": -8.2, "e_above_lowest_kcal_mol": 22.8, "multiplicity": 1, "homo_lumo_gap_ev": 8.0, "symbols": ["C", "C", "N", "C", "C", "C", "N", "P", "Cl", "H", "H", "H", "H", "H", "H", "H", "H"], "xyz": [[1.456, 1.563, 0.834], [1.156, 0.272, 1.615], [0.348, -0.275, 0.587], [-0.900, -0.509, 0.721], [-1.884, -1.085, -0.186], [-1.739, -1.280, -1.494], [-0.791, -0.658, -2.195], [0.743, -0.769, -2.361], [1.072, 0.720, -3.528], [0.632, 1.974, 0.439], [2.026, 2.415, 1.433], [2.166, 1.391, 0.084], [1.949, -0.358, 1.700], [0.510, 0.414, 2.452], [-1.505, -0.410, 1.768], [-2.816, -1.554, 0.154], [-2.422, -1.852, -2.021]], "atomic_forces_ev_per_a": [[4.74, 1.64, 4.48], [-2.82, 2.74, -2.28], [-2.43, -2.55, -1.71], [-1.50, -0.05, 2.97], [-0.35, -1.03, -0.14], [1.07, 1.03, 1.22], [1.43, -0.06, -1.48], [-1.23, -1.87, 1.84], [0.94, 2.37, -1.86], [-3.07, 1.38, -1.28], [-1.29, -1.61, -0.65], [0.80, -0.67, -1.40], [2.50, -1.45, 0.92], [0.18, 0.24, 1.35], [1.88, 0.32, -1.61], [0.60, 0.50, 0.76], [-1.45, -0.92, -1.15]]}

Record 4
{"formula": "C5H8ClN2S", "method": "ωB97M-V/def2-TZVPD", "e_tot_ha": -1162.92321, "charge": 1, "e_homo_ev": -13.9, "e_above_lowest_kcal_mol": 0.0, "multiplicity": 1, "homo_lumo_gap_ev": 8.8, "symbols": ["C", "C", "C", "C", "C", "N", "N", "S", "Cl", "H", "H", "H", "H", "H", "H", "H", "H"], "xyz": [[-2.297, -1.236, 1.057], [-0.480, -0.121, 2.110], [-1.718, -0.433, -0.251], [-0.345, -0.096, -0.194], [1.901, 0.422, -1.543], [-1.572, -0.655, 2.116], [0.270, 0.118, 0.953], [0.228, -0.158, -1.807], [-1.855, -2.941, 0.887], [-3.367, -1.044, 1.217], [0.063, 0.261, 3.040], [-1.990, -0.923, -1.151], [-2.240, 0.550, -0.219], [2.367, -0.284, -0.863], [1.857, 1.455, -1.152], [2.409, 0.447, -2.492], [1.256, 0.316, 1.044]], "atomic_forces_ev_per_a": [[1.76, 1.85, -2.44], [2.14, 1.46, 2.15], [-4.13, -0.25, 2.54], [2.03, -0.72, -1.50], [-0.19, 0.61, 0.31], [-2.06, -1.25, 2.72], [0.05, -0.07, -1.81], [0.67, 0.51, 1.00], [-0.34, 0.09, 0.18], [0.42, -0.53, -0.33], [-0.99, -0.60, -1.14], [-0.25, -0.34, -0.90], [-0.02, -0.35, -0.11], [0.41, 0.12, -0.04], [0.19, -0.53, -0.09], [0.23, -0.13, -0.29], [0.09, 0.15, -0.25]]}

Record 5
{"formula": "C5H8ClN3O4", "method": "ωB97M-V/def2-TZVPD", "e_tot_ha": -1120.61751, "charge": 0, "e_homo_ev": -10.1, "e_above_lowest_kcal_mol": 0.0, "multiplicity": 1, "homo_lumo_gap_ev": 10.1, "symbols": ["C", "C", "C", "C", "C", "N", "N", "N", "O", "O", "O", "O", "Cl", "H", "H", "H", "H", "H", "H", "H", "H"], "xyz": [[1.102, -0.197, -0.033], [-1.474, -0.368, 0.043], [2.882, 0.059, 1.556], [-2.703, 1.641, 0.031], [0.109, -1.176, -0.690], [2.027, -0.764, 0.717], [-1.615, 0.824, -0.467], [-0.089, -1.058, -2.088], [-0.642, -1.968, -2.687], [1.007, 0.996, -0.245], [-2.038, -1.121, 0.756], [0.135, -0.020, -2.635], [0.008, -2.855, -0.171], [3.782, 0.028, 1.050], [2.381, 1.106, 1.480], [2.962, -0.220, 2.675], [-3.369, 2.091, -0.741], [-3.169, 1.034, 0.791], [-2.342, 2.450, 0.633], [1.807, -1.717, 0.899], [-0.762, 1.235, -0.874]], "atomic_forces_ev_per_a": [[-0.20, -0.37, -1.51], [2.15, -2.28, -1.28], [-2.61, 1.48, 1.70], [-0.34, 0.51, 0.12], [-1.77, 0.89, 2.74], [-0.36, -0.46, 1.14], [-0.12, 0.72, -0.31], [-1.53, -1.23, -2.15], [0.26, -0.57, 0.54], [0.12, 0.43, 0.04], [-0.72, 0.48, 0.43], [1.03, 2.03, -0.23], [0.54, 0.79, 0.03], [2.34, 0.50, -0.33], [1.32, -1.62, 0.27], [-0.25, 0.03, -2.04], [0.43, -0.88, 0.47], [-1.00, -0.24, -0.27], [0.65, 0.76, 0.07], [0.49, -0.76, 0.42], [-0.44, -0.20, 0.15]]}

Record 6
{"formula": "C5H8ClNO", "method": "ωB97M-V/def2-TZVPD", "e_tot_ha": -785.36427, "charge": 0, "e_homo_ev": [-9.2, -9.3], "e_above_lowest_kcal_mol": 102.8, "multiplicity": 1, "homo_lumo_gap_ev": [8.3, 8.3], "symbols": ["C", "C", "C", "C", "C", "N", "O", "Cl", "H", "H", "H", "H", "H", "H", "H", "H"], "xyz": [[-1.698, 0.806, -1.402], [0.728, -0.772, -0.856], [-0.298, 1.568, 1.255], [-0.481, -1.103, -0.058], [-1.487, 0.037, -0.170], [-1.819, 1.489, -2.310], [-1.172, -2.308, -0.381], [-2.953, -0.096, 0.758], [0.488, -0.642, -1.932], [1.425, -1.653, -0.682], [1.223, 0.207, -0.481], [-0.485, 2.633, 0.901], [0.731, 1.181, 1.252], [-0.811, 1.282, 2.252], [-0.323, -1.070, 1.054], [-1.458, -2.075, -1.239]], "atomic_forces_ev_per_a": [[0.57, -1.07, 1.74], [2.11, -0.09, 0.27], [-1.88, -0.97, 0.04], [-1.92, 1.23, 1.97], [1.15, 3.30, 1.54], [-0.15, 0.42, -0.87], [1.43, 0.26, 1.06], [-0.08, -0.32, -0.15], [0.23, -0.21, 0.55], [-0.48, 1.24, -0.62], [-0.81, -1.82, -0.71], [0.29, -1.67, 0.35], [-0.46, 0.41, -0.32], [0.58, 0.56, -1.93], [0.37, -0.74, -1.05], [-0.95, -0.53, -1.87]]}

Record 7
{"formula": "C5H8ClOP", "method": "ωB97M-V/def2-TZVPD", "e_tot_ha": -1072.02997, "charge": 0, "e_homo_ev": -9.2, "e_above_lowest_kcal_mol": 64.9, "multiplicity": 1, "homo_lumo_gap_ev": 9.1, "symbols": ["C", "C", "C", "C", "C", "O", "P", "Cl", "H", "H", "H", "H", "H", "H", "H", "H"], "xyz": [[-0.007, -0.451, 1.258], [-1.303, -0.340, 1.591], [-1.199, 0.775, -1.050], [0.370, -0.573, -0.130], [1.789, -0.313, -0.547], [-2.871, -1.428, -0.419], [-2.361, -0.122, 0.039], [-3.835, 1.101, 0.320], [0.702, -0.585, 2.051], [-1.929, -0.348, 2.504], [-1.053, 1.869, -0.645], [-1.320, 0.818, -2.043], [-0.022, -1.521, -0.356], [1.790, -0.358, -1.666], [2.391, -1.260, -0.327], [2.116, 0.592, -0.168]], "atomic_forces_ev_per_a": [[-1.87, 0.56, 2.03], [-1.68, 1.08, -1.61], [1.86, 0.04, 6.64], [-0.94, 2.35, -1.13], [-1.11, -3.44, -2.23], [0.07, -0.05, -0.21], [2.93, -1.56, -0.43], [-1.62, 1.55, 0.73], [0.68, -0.05, 0.21], [1.29, -0.15, -0.21], [0.20, -2.28, -0.48], [-0.38, -0.55, -3.71], [-0.41, -1.16, -1.50], [0.19, 0.59, 0.82], [-0.41, 1.52, 0.39], [1.20, 1.55, 0.68]]}

| no. | M (g/mol) |
| --- | --- |
| 1 | 131.59 |
| 2 | 131.59 |
| 3 | 162.56 |
| 4 | 163.65 |
| 5 | 209.59 |
| 6 | 133.58 |
| 7 | 150.55 |